1.
DFT (ωB97M-V with the def2-TZVPD basis set) results for 13 unconnected molecules or ions with the total composition C15H56O19.

Computed properties:
E_tot: -55353.346 eV
Net charge: +1
HOMO energy (alpha / beta): -11.762 / -11.762 eV
Kohn-Sham gap (alpha / beta): 0.3473 / 0.1064 Ha
Spin multiplicity: 2

Last column: Löwdin spin population.
Atoms and positions in Å:
1 O 4.1645 -8.9289 7.5306  0.0000
2 H 4.8342 -9.5674 7.2856  0.0000
3 H 3.3389 -9.3319 7.2619  0.0000
4 O 8.1963 -5.0086 3.5003  0.0000
5 H 8.0687 -5.2331 2.5786  0.0000
6 H 7.3992 -5.3131 3.9341  0.0000
7 O 11.1669 -7.3586 8.6080  -0.0001
8 H 12.0880 -7.2156 8.3905  0.0000
9 H 10.7211 -6.5723 8.2930  0.0000
10 O 10.8145 -7.7573 11.3488  0.0017
11 H 11.0549 -7.7071 10.4236  0.0000
12 H 10.8688 -6.8538 11.6602  0.0000
13 O 6.7045 -5.8542 5.7233  0.0000
14 H 6.7893 -5.2198 6.4350  0.0000
15 H 5.8231 -6.2132 5.8256  0.0000
16 O 9.2593 -3.5051 5.8227  0.0000
17 H 9.0993 -2.8327 5.1604  0.0000
18 H 9.1262 -4.3330 5.3611  0.0000
19 C 10.5941 -8.3137 1.5675  0.0000
20 C 10.1144 -7.8898 2.8815  0.0000
21 O 11.1462 -7.6778 3.7651  0.0000
22 O 11.1894 -7.1908 0.9299  0.0000
23 H 9.7291 -8.6431 0.9918  0.0000
24 H 11.3471 -9.1011 1.5992  0.0000
25 H 9.4322 -8.6870 3.1769  0.0000
26 H 9.4835 -7.0034 2.8163  0.0000
27 H 10.8545 -7.4703 4.6559  0.0000
28 H 12.0550 -7.0664 1.3260  0.0000
29 C 8.3354 -8.7972 6.2280  0.0008
30 C 9.3841 -9.7634 6.8328  0.0011
31 O 9.4692 -9.6491 8.2669  0.0118
32 O 8.8792 -7.5082 5.8660  0.0003
33 H 7.5643 -8.7768 6.9981  -0.0001
34 H 7.8065 -9.1653 5.3489  0.0000
35 H 10.3753 -9.5830 6.4167  0.0002
36 H 9.1637 -10.7947 6.5570  0.0005
37 H 9.8566 -8.7918 8.4582  -0.0001
38 H 8.1376 -6.9123 5.7374  0.0000
39 C 7.4502 -9.0774 11.2148  0.0200
40 C 6.1103 -8.6334 10.4410  0.0098
41 O 4.9775 -9.0459 11.1834  0.0194
42 O 7.7433 -10.4911 10.9888  0.0875
43 H 7.3839 -8.8688 12.2826  0.0008
44 H 8.1779 -8.4445 10.7069  0.0087
45 H 5.9737 -9.0889 9.4602  0.0002
46 H 6.1406 -7.5534 10.2969  0.0006
47 H 4.7778 -9.9648 10.9904  0.0005
48 H 8.2650 -10.7759 11.7426  -0.0008
49 C 5.3942 -11.3537 5.0156  0.0000
50 C 4.0163 -11.9875 4.9311  0.0000
51 O 3.0620 -10.9964 5.1902  0.0000
52 O 5.6933 -11.0639 6.3986  -0.0002
53 H 5.3815 -10.3868 4.5126  0.0000
54 H 6.1414 -11.9075 4.4472  0.0000
55 H 3.9908 -12.9858 5.3681  0.0000
56 H 3.7212 -12.1892 3.9013  0.0000
57 H 2.9195 -11.1338 6.1296  0.0000
58 H 5.5509 -11.9082 6.8327  -0.0001
59 C 7.6293 -5.4307 9.2474  0.0001
60 C 9.0515 -4.6985 9.3636  0.0000
61 O 9.7840 -4.7941 8.1895  0.0000
62 O 6.7959 -4.6732 8.4101  0.0000
63 H 7.1855 -5.5599 10.2345  0.0000
64 H 7.7576 -6.4424 8.8623  0.0000
65 H 9.6008 -4.9990 10.2558  0.0000
66 H 8.9438 -3.6265 9.5288  0.0000
67 H 9.2649 -4.4060 7.4813  0.0000
68 H 6.2729 -4.0490 8.9184  0.0000
69 C 9.9782 -12.8932 9.2850  0.0857
70 C 8.5161 -13.2298 9.5101  0.0768
71 O 7.6818 -12.3846 8.7261  0.1192
72 O 10.4405 -11.5817 9.7078  0.5026
73 H 10.2353 -12.9943 8.2306  0.0339
74 H 10.5825 -13.7000 9.6999  0.0002
75 H 8.2640 -13.1127 10.5641  0.0132
76 H 8.3509 -14.2778 9.2599  0.0014
77 H 7.8671 -11.4686 8.9457  0.0010
78 H 9.9675 -10.8935 9.2342  0.0028
79 C 12.0448 -11.6880 4.0509  0.0000
80 C 13.1315 -11.7992 5.1906  0.0000
81 C 13.5685 -13.2308 5.3365  0.0001
82 O 14.2421 -11.1065 4.7118  0.0000
83 H 12.5277 -11.8022 3.0804  0.0000
84 H 11.5515 -10.7160 4.0571  0.0000
85 H 11.3587 -12.5317 4.1257  0.0000
86 H 12.7858 -11.3011 6.0964  0.0000
87 H 13.5132 -13.8867 4.4676  0.0000
88 H 12.9678 -13.6766 6.1293  0.0000
89 H 14.6257 -13.1539 5.5905  0.0000
90 H 13.8063 -10.2782 4.4981  0.0000



2.
DFT (ωB97M-V with the def2-TZVPD basis set) results for 14 unconnected molecules or ions with the total composition C15H58N10O14.

Computed properties:
E_tot: -60056.363 eV
HOMO energy: -8.569 eV
Kohn-Sham gap: 0.2898 Ha
Energy relative to the best compared isomer or geometry (same formula, charge and spin): 1.1909 eV

Last column: Mulliken charge in e.
Atoms and positions in Å:
1 C -0.2675 0.1591 -0.5276  2.7033
2 C -0.3515 -1.0489 0.4204  -0.5244
3 O -0.8885 -0.7619 1.6894  -0.0847
4 H -0.1725 1.1111 0.0074  -0.9172
5 H -1.1305 0.2671 -1.1316  -0.3038
6 H 0.6055 -0.0069 -1.1956  -0.7728
7 H 0.6715 -1.2009 0.5834  0.5754
8 H -0.6365 -1.9929 -0.0376  -0.1137
9 H -0.5935 -1.4489 2.2854  -0.2566
10 C -0.3465 2.0191 -5.2096  0.4229
11 O -0.6605 3.3541 -5.4656  -0.7289
12 N -0.4705 1.4741 -4.0316  -0.2230
13 N 0.2495 1.2131 -6.0886  -0.3020
14 H -1.0425 2.0081 -3.4116  0.1279
15 H -0.7625 0.4481 -3.9146  0.3662
16 H 0.2415 1.5911 -7.0466  0.2836
17 H 0.1645 0.1691 -6.0106  0.2229
18 C 2.8985 1.3021 -2.4726  0.3069
19 O 2.4535 1.8611 -1.3166  -0.6399
20 N 2.2485 1.2201 -3.5266  0.0161
21 N 4.0485 0.7571 -2.5486  -0.4430
22 H 1.1855 1.2921 -3.6906  0.2081
23 H 2.5875 0.8121 -4.3596  0.2669
24 H 4.5705 0.9351 -1.5806  0.2991
25 H 4.2435 -0.1909 -2.9996  0.2618
26 C -3.9015 -0.1569 -0.1016  0.3922
27 O -3.3865 1.1301 0.0404  -0.7989
28 N -3.4625 -1.0619 0.6914  -0.0199
29 N -4.7895 -0.4579 -1.0446  -0.4643
30 H -2.6245 -0.8799 1.2384  0.1502
31 H -3.6325 -2.0469 0.4794  0.3220
32 H -4.9865 0.2511 -1.7266  0.2308
33 H -5.3295 -1.3419 -1.0296  0.2613
34 C -2.0145 -2.2199 -2.8886  0.3850
35 O -1.5775 -0.9579 -3.3006  -0.6942
36 N -3.0755 -2.5109 -2.1916  -0.4127
37 N -1.2895 -3.2919 -3.0646  -0.3439
38 H -3.5965 -1.6939 -1.9276  0.3280
39 H -3.0755 -3.3569 -1.5886  0.2455
40 H -0.2925 -3.1599 -3.4016  0.3491
41 H -1.5925 -4.1319 -2.6106  0.1426
42 C 3.1825 1.5561 2.1624  -0.0952
43 O 3.2675 0.9911 3.4694  -0.7840
44 N 2.8175 0.8121 1.1494  0.7311
45 N 3.3325 2.8031 1.9284  -0.0129
46 H 2.7755 -0.1819 1.3974  -0.2316
47 H 2.3205 1.1051 0.3424  -0.1065
48 H 3.7885 3.4041 2.6444  0.2875
49 H 3.3705 3.2651 1.0064  0.2201
50 C 0.1785 1.4201 3.7724  0.1291
51 O 1.1745 2.3591 4.2454  -0.6304
52 H 0.0525 1.3961 2.7204  -0.3596
53 H -0.7775 1.7611 4.1524  0.1805
54 H 0.4375 0.3991 4.0784  0.1697
55 H 1.9465 1.9091 3.9224  0.4732
56 C -4.3085 1.6121 3.3424  -0.7624
57 O -2.9855 1.2901 2.9634  -0.3104
58 H -4.9535 1.6941 2.4594  0.2511
59 H -4.3995 2.5681 3.9154  0.2378
60 H -4.6765 0.8321 3.9664  0.2955
61 H -3.0595 1.1411 1.9914  0.0505
62 C -1.3485 3.4801 -1.8266  -0.7615
63 O -2.2075 2.3441 -2.2156  -0.6738
64 H -1.9085 4.0891 -1.1286  0.3107
65 H -1.1095 4.1141 -2.7386  0.3206
66 H -0.4695 3.1141 -1.3576  0.2107
67 H -2.4595 1.9131 -1.3896  0.2678
68 C 1.3745 -1.7319 -2.9066  0.3471
69 O 1.5415 -2.8149 -3.8386  -0.6777
70 H 2.2845 -1.5149 -2.3326  -0.0813
71 H 0.6985 -1.8099 -2.1396  -0.5193
72 H 1.0725 -0.8139 -3.4006  0.4645
73 H 1.7925 -2.3409 -4.6776  0.3980
74 C -0.9765 -3.7289 2.8584  -0.6322
75 O 0.1345 -3.4079 2.1274  -0.3557
76 H -1.3515 -4.7519 2.7424  0.3809
77 H -1.7815 -3.0359 2.4444  0.0498
78 H -0.9505 -3.4669 3.9034  0.2744
79 H 0.6795 -4.2209 1.9674  0.2406
80 C 1.9595 -2.3289 4.4134  0.2637
81 O 2.2675 -3.0819 5.6314  -0.6185
82 H 2.6075 -1.4869 4.4824  0.1862
83 H 0.9175 -1.9899 4.3584  -0.1435
84 H 2.2555 -2.9619 3.5224  -0.0609
85 H 2.5285 -2.4639 6.3094  0.3325
86 C 3.2425 -2.3929 0.4404  -0.0400
87 O 3.5465 -1.7049 1.6434  -0.5858
88 H 2.7755 -1.7139 -0.2906  -0.3411
89 H 2.6075 -3.2759 0.6054  0.1615
90 H 4.2035 -2.6129 0.0164  0.4565
91 H 4.1215 -2.2029 2.2094  0.2929
92 C -0.6165 3.7171 1.4864  -0.4529
93 O 0.7225 3.4681 1.0494  -0.5385
94 H -1.0645 2.7461 1.3894  0.0710
95 H -1.1605 4.3971 0.8734  0.3667
96 H -0.6775 4.0941 2.5024  0.3387
97 H 1.0475 2.7861 1.6444  0.1909



3.
DFT (ωB97M-V with the def2-TZVPD basis set) results for a molecular structure, C15H5BrCl5N9O4Sn.

Computed properties:
E_tot: -175718.562 eV
Net charge: -2
HOMO energy: -2.531 eV
Kohn-Sham gap: 0.2325 Ha
Energy relative to the best compared isomer or geometry (same formula, charge and spin): 3.8827 eV

Last column: natural (NBO) charge in e.
Atoms and positions in Å:
1 Sn 0.8841 0.1732 1.0229  1.4594
2 Cl 0.4504 -1.7364 -2.9840  -0.0601
3 C 1.8342 -2.3490 -2.0592  0.0388
4 C 2.0250 -1.8664 -0.7881  -0.3863
5 C 3.1474 -2.3416 -0.1525  -0.0775
6 Cl 3.4990 -1.7009 1.4671  -0.0120
7 C 4.0232 -3.2811 -0.6877  -0.1029
8 Cl 5.4116 -3.8544 0.1933  -0.0077
9 C 3.7627 -3.7736 -1.9653  -0.1045
10 Cl 4.8042 -4.9677 -2.6716  -0.0031
11 C 2.6573 -3.2929 -2.6685  -0.1398
12 Cl 2.3351 -3.9045 -4.2680  -0.0124
13 N 0.2305 2.1563 4.3323  -0.5937
14 C -0.2583 2.6450 3.1455  0.4528
15 N -0.7950 3.8457 3.0514  -0.4141
16 N -1.2074 3.9220 1.7616  -0.1018
17 N -0.9215 2.8462 1.1324  -0.1363
18 N -0.3086 1.9772 1.9883  -0.5835
19 C 1.0071 1.0270 4.4805  0.4333
20 N 1.4549 0.6342 5.6596  -0.4188
21 N 2.1319 -0.5035 5.3809  -0.1263
22 N 2.0832 -0.7635 4.1236  -0.1360
23 N 1.3620 0.2069 3.4959  -0.5315
24 H 0.1675 2.7644 5.1284  0.4123
25 O 0.2580 1.3105 -1.7034  -0.0292
26 O 1.2162 1.4494 -0.7671  -0.6186
27 Br -4.9500 -2.4744 -1.4139  0.0119
28 C -3.9397 -0.8722 -1.6054  -0.0612
29 C -4.1547 -0.0726 -2.7146  -0.2663
30 C -3.3988 1.0810 -2.8606  -0.1515
31 C -2.4247 1.4133 -1.9286  -0.1694
32 C -2.2716 0.6261 -0.7981  -0.0656
33 C -3.0253 -0.5247 -0.6261  -0.2692
34 C -1.6411 2.6690 -2.1803  0.7721
35 O -2.1782 3.6439 -2.6613  -0.6086
36 O -0.3438 2.7014 -1.9289  -0.2848
37 H -4.9051 -0.3406 -3.4453  0.2152
38 H -3.5597 1.7434 -3.7008  0.2265
39 H -1.5706 0.9263 -0.0353  0.2213
40 H -2.8915 -1.1422 0.2511  0.2292